# C4H6ClNOS

The molecule C4H6ClNOS at a distorted geometry (wB97M-V/def2-TZVPD, the Open Molecules 2025 dataset).

Structure (XYZ):
```
14
Properties=species:S:1:pos:R:3:nbo_charge:R:1
C -1.11 1.09 -0.62 -0.63
C 0.27 0.38 -0.60 -0.30
C 0.86 0.42 0.86 0.68
O 1.65 1.19 1.33 -0.56
N 0.21 -0.53 1.67 -0.81
S -0.67 -1.75 0.82 0.43
C 0.11 -1.27 -0.75 -0.37
Cl 1.77 -1.85 -0.83 -0.01
H -1.33 1.24 0.38 0.22
H -1.82 0.52 -1.15 0.22
H -1.17 2.18 -0.89 0.23
H 1.01 0.76 -1.25 0.24
H 0.86 -0.87 2.48 0.43
H -0.63 -1.52 -1.45 0.23
```

The SMILES is C[C@H]1C(=O)NS[C@@H]1Cl. As for the energy relative to the best compared isomer or geometry (same formula, charge and spin): 28.4 kcal/mol. The value obtained for the HOMO energy is -9.02 eV. The gap between HOMO and LUMO is 9.57 eV. The value obtained for the total energy is -1144.36322 Eh. Its charge is 0.

---

# C4H6ClNOS

The molecule C4H6ClNOS at a distorted geometry (wB97M-V/def2-TZVPD, the Open Molecules 2025 dataset).

Structure (XYZ):
```
14
Properties=species:S:1:pos:R:3:nbo_charge:R:1
N -1.09 1.04 1.24 -0.81
C -1.61 0.13 0.31 0.13
S -3.19 0.21 -0.34 -0.16
C -0.52 -0.67 -0.46 -0.34
C 0.97 -1.09 -0.19 0.11
O 1.41 -0.89 0.96 -0.67
C 0.72 0.10 -0.96 -0.29
Cl 1.13 1.66 -0.43 0.02
H -0.14 1.01 1.63 0.41
H -1.47 2.15 1.54 0.43
H -1.18 -1.14 -1.40 0.28
H 1.41 -1.91 -0.64 0.18
H 2.44 -0.58 0.81 0.48
H 1.12 -0.01 -2.08 0.24
```

The SMILES is NC(=S)[C@@H]1[C@H](O)[C@@H]1Cl. As for the energy relative to the best compared isomer or geometry (same formula, charge and spin): 107.7 kcal/mol. The value obtained for the HOMO energy is -8.30 eV. The gap between HOMO and LUMO is 8.49 eV. The value obtained for the total energy is -1144.23681 Eh. Its charge is 0.